C11H15BrNS | ωB97M-V/def2-TZVPD

Each line ends with the natural charge from an NBO analysis.
Atoms and positions in Å:
Br: 3.06 1.34 0.12  0.053
C: 2.35 -0.45 -0.18  -0.092
C: 3.15 -1.59 -0.27  -0.272
C: 2.42 -2.73 -0.47  -0.372
S: 0.76 -2.38 -0.42  0.500
C: 1.03 -0.67 -0.26  -0.267
C: -0.29 0.25 -0.16  0.124
C: -0.78 0.38 1.23  -0.278
C: -0.94 -0.81 2.03  -0.417
C: 0.20 0.12 2.41  -0.397
C: -1.38 -0.35 -0.95  -0.449
C: -2.24 0.81 -1.55  -0.413
C: -1.30 2.03 -1.37  -0.234
N: -0.06 1.57 -0.68  -0.526
H: 4.16 -1.58 -0.15  0.244
H: 2.87 -3.65 -0.72  0.264
H: -1.57 1.20 1.31  0.226
H: -0.70 -1.63 1.42  0.214
H: -1.68 -0.87 2.85  0.255
H: -0.10 0.63 3.26  0.232
H: 1.20 0.00 2.08  0.229
H: -1.90 -0.97 -0.26  0.250
H: -1.05 -1.14 -1.62  0.246
H: -2.42 0.53 -2.54  0.246
H: -3.14 1.05 -0.99  0.241
H: -1.04 2.40 -2.35  0.246
H: -1.71 2.84 -0.71  0.240
H: 0.81 1.55 -1.18  0.454
H: 0.26 2.14 0.11  0.454

Output
SMILES: Brc1ccsc1[C@]1(C2CC2)CCC[NH2+]1
Total charge: +1
Frontier orbital gap (eV): 10.037